Entry 1:
6 unconnected molecules or ions with the total composition C27H68BClFO25P5S, computed with ωB97M-V with the def2-TZVPD basis set.

The multiplicity is 1. Its HOMO energy is -9.510 eV. The value obtained for the HOMO-LUMO gap is 8.837 eV. Its charge is 0. Its SMILES is CC[C@H](Cl)[C@@H]1[C@@H](B(C)O)[C@H](F)S(=O)(=O)O[C@@H]1CCCCO.COP(=O)(OC)OC.COP(=O)(OC)OC.COP(=O)(OC)OC.COP(=O)(OC)OC.COP(=O)(OC)OC.

```
129
C27H68BClFO25P5S, DFT ωB97M-V with the def2-TZVPD basis set
Cl -2.06 4.54 -5.62
S 1.48 2.15 -1.77
P -1.62 -4.63 -0.12
P 1.93 -1.86 11.39
P 0.37 9.15 -6.06
P 0.69 -7.86 -4.28
P -1.71 -4.40 6.31
F 0.34 -0.13 -2.07
O 0.73 2.24 -0.55
O -1.14 9.61 -5.82
O 1.63 -1.00 12.76
O 1.65 -3.29 12.06
O -0.24 -4.20 -0.88
O 3.27 -1.11 10.98
O -3.04 -4.41 7.20
O -2.63 -5.58 0.75
O -0.06 -9.22 -3.95
O 0.61 7.84 -5.45
O -2.59 -4.28 -1.19
O 1.37 9.28 -7.30
O 0.11 -6.39 -4.21
O -1.50 -3.50 1.06
O 1.08 10.33 -5.17
O 0.87 -1.63 10.41
O 1.30 3.53 -2.52
O -0.74 -5.17 7.38
O -0.73 -0.22 -4.98
O 1.65 -7.77 -2.95
O -0.66 -3.25 5.96
O 1.37 3.19 -8.64
O -1.90 -5.20 5.10
O 2.84 1.77 -1.62
O 1.51 -7.99 -5.48
C 2.46 4.39 -6.87
C -0.06 -2.81 -1.17
C -0.73 1.65 -3.24
C 0.70 11.70 -5.26
C -0.97 -6.07 -3.30
C -0.47 2.92 -4.11
C 2.65 -3.95 12.87
C -1.50 4.06 -3.95
C -0.36 -3.42 1.93
C -0.72 -4.84 8.77
C -3.06 0.50 -4.32
C 1.20 10.32 -8.29
C 1.28 4.78 -4.55
C 2.59 4.76 -5.37
C 1.16 -8.06 -1.64
C -3.60 5.05 -2.94
C -2.09 -6.42 1.79
C 2.64 -0.69 13.71
C -2.76 3.76 -3.16
C -0.47 -2.13 6.86
C -1.56 9.80 -4.46
C 0.75 -10.36 -3.65
C 0.57 0.98 -2.84
C 0.98 3.41 -3.94
C 3.21 0.33 10.88
C 1.29 3.50 -7.24
C -3.47 -5.68 7.71
B -1.51 0.61 -4.19
H 0.25 -4.42 9.03
H -1.50 -4.13 9.04
H 1.80 -10.18 -3.87
H 0.03 -2.46 7.77
H 3.36 3.83 -7.13
H 1.46 11.29 -7.87
H 1.30 2.55 -6.72
H -3.57 5.33 -1.89
H 3.28 4.05 -4.92
H -1.26 1.82 -2.31
H -2.89 -7.08 2.14
H 0.39 -11.18 -4.26
H 0.50 12.08 -4.26
H 1.88 10.10 -9.11
H 0.44 -4.10 1.62
H -0.97 -2.23 -0.99
H -4.64 4.89 -3.18
H 1.18 -7.14 -1.04
H -3.61 0.85 -3.45
H 1.52 12.28 -5.69
H -1.33 -5.07 -3.52
H 2.63 0.38 13.90
H -0.38 -0.98 -4.49
H 2.77 -3.43 13.82
H 0.01 -2.40 1.92
H 2.43 -1.21 14.65
H -1.07 4.97 -3.54
H -1.27 -7.04 1.42
H 0.36 4.05 -7.09
H 0.18 10.35 -8.68
H 3.64 -0.97 13.36
H -0.67 -3.68 2.94
H -3.37 1.08 -5.19
H -1.80 -6.77 -3.41
H 0.16 -1.40 6.36
H 3.81 0.76 11.68
H 2.48 5.28 -7.49
H -3.34 -0.54 -4.50
H 3.05 5.74 -5.30
H -4.52 -5.78 7.47
H 1.82 -8.79 -1.17
H -0.86 -5.76 9.35
H -2.50 9.26 -4.35
H 0.49 5.12 -5.22
H 1.66 2.71 -4.43
H -3.34 -5.69 8.79
H 0.64 3.63 -9.08
H 1.43 5.51 -3.76
H 3.61 -4.00 12.35
H -0.61 -6.09 -2.28
H -0.20 11.84 -5.87
H 2.19 0.70 10.94
H -0.83 9.42 -3.75
H -1.75 -5.82 2.64
H -3.41 3.04 -3.65
H -1.74 10.86 -4.29
H 3.65 0.60 9.92
H 1.21 0.78 -3.69
H 0.22 -2.73 -2.21
H 0.63 -10.62 -2.60
H 0.75 -2.41 -0.56
H -2.91 -6.51 7.27
H 2.30 -4.96 13.06
H -3.21 5.89 -3.50
H -1.42 -1.67 7.11
H -0.51 2.59 -5.15
H 0.15 -8.46 -1.65
H -2.47 3.43 -2.17
```

=====

Entry 2:
A molecular structure, C25H58InN2O2Si3, computed with ωB97M-V with the def2-TZVPD basis set.

The multiplicity is 1. The calculation puts the relative energy (zero: lowest compared OMol25 entry of this formula, charge and spin) at 45.56 kJ/mol. Its HOMO energy is -10.777 eV. The value obtained for the HOMO-LUMO gap is 5.893 eV. Its charge is +1.

```
91
C25H58InN2O2Si3, DFT ωB97M-V with the def2-TZVPD basis set
In 0.27 -1.03 0.80
Si 2.45 -1.40 3.46
Si 1.75 0.46 -3.68
Si -0.81 -4.15 0.20
O 0.68 3.45 -2.51
O -1.45 1.40 -0.59
N 0.81 -1.04 2.94
N -1.46 -0.85 2.88
C -2.21 3.50 0.37
C -2.65 -0.98 3.46
C -1.22 -2.35 -0.16
C -2.32 -5.23 0.00
C -3.83 0.66 -0.96
C 1.85 4.94 -0.95
C -3.88 -0.99 2.58
C 3.03 -0.01 4.56
C 3.51 -1.55 1.92
C 1.92 4.14 -2.22
C -2.48 1.05 -1.53
C -0.15 -4.36 1.95
C 2.64 -1.20 -3.86
C -1.67 -1.16 5.67
C 0.55 -4.71 -0.95
C -1.86 2.05 0.63
C -2.80 -1.13 4.84
C 2.44 -3.01 4.40
C 1.13 0.64 -1.90
C -0.34 -0.97 3.65
C 0.33 0.49 -4.93
C -0.05 4.07 -3.57
C 3.04 1.65 -4.36
C -0.42 -1.05 5.06
C -0.48 5.50 -3.26
H -4.48 -0.09 2.76
H 4.03 -0.26 4.95
H 0.87 -3.97 2.05
H -2.00 -6.27 -0.16
H 0.31 1.39 -1.72
H -2.71 1.51 1.09
H 0.56 4.07 -4.49
H -4.47 0.39 -1.80
H -3.60 -1.03 1.52
H 2.69 -1.50 -4.92
H 3.56 -0.61 1.36
H 2.14 -2.00 -3.30
H -2.93 -4.92 -0.86
H 2.69 3.35 -2.15
H -0.34 -0.37 -4.80
H -3.74 -0.22 -0.32
H -1.20 5.83 -4.00
H 1.51 -4.22 -0.72
H -4.51 -1.86 2.81
H 3.98 1.55 -3.79
H 2.73 2.70 -4.33
H -3.16 3.60 -0.17
H 1.76 -2.96 5.27
H 3.09 0.93 4.00
H -3.82 -1.21 5.24
H 3.45 -3.20 4.78
H 0.38 6.18 -3.30
H -0.78 -3.87 2.71
H 3.17 -2.34 1.24
H 0.69 -5.79 -0.86
H -0.12 -5.43 2.18
H 0.75 0.44 -5.95
H 4.54 -1.80 2.23
H -2.96 -5.21 0.89
H 2.35 0.14 5.41
H 1.56 4.32 -0.09
H 1.97 0.89 -1.23
H 2.13 -3.86 3.78
H -0.93 3.43 -3.72
H -1.01 1.96 1.32
H -0.26 1.41 -4.86
H 2.18 4.81 -3.06
H 1.13 5.77 -1.05
H -2.33 4.03 1.32
H -2.20 -2.04 0.24
H -2.04 0.23 -2.11
H -0.95 5.58 -2.27
H 0.52 -1.06 5.62
H 3.67 -1.11 -3.48
H -2.57 1.91 -2.22
H -1.25 -2.18 -1.26
H -4.31 1.47 -0.41
H 2.83 5.38 -0.75
H -1.76 -1.27 6.74
H 0.30 -4.48 -2.00
H 3.24 1.38 -5.41
H 0.73 -0.35 -1.66
H -1.43 4.01 -0.20
```

=====

Entry 3:
A single C6H12O molecule, computed with ωB97M-V with the def2-TZVPD basis set.

The multiplicity is 1. The calculation puts the relative energy (zero: lowest compared OMol25 entry of this formula, charge and spin) at 144.79 kJ/mol. Its HOMO energy is -9.220 eV. The value obtained for the HOMO-LUMO gap is 10.371 eV. Its charge is 0. Its SMILES is CCO[C@H]1C[C@H]1C.

```
19
C6H12O, DFT ωB97M-V with the def2-TZVPD basis set
O 0.51 0.32 0.67
C 1.50 0.31 -0.34
C -1.71 -0.51 1.25
C -0.39 -0.74 0.61
C 2.88 0.36 0.30
C -1.62 -0.62 -0.25
C -1.84 0.60 -1.12
H 1.40 -0.58 -0.97
H -1.86 0.49 1.66
H -2.90 0.81 -1.25
H 3.05 -0.53 0.92
H 1.35 1.19 -0.99
H 2.96 1.24 0.95
H -1.99 -1.55 -0.68
H -1.39 0.47 -2.11
H -2.17 -1.31 1.83
H 0.07 -1.72 0.71
H 3.67 0.42 -0.46
H -1.37 1.48 -0.66
```

=====

Entry 4:
A molecular structure, C27H31AuO2P2S4Si, computed with ωB97M-V with the def2-TZVPD basis set.

The multiplicity is 3. Its HOMO energy (spin up / spin down) is -7.157 / -7.962 eV. The value obtained for the HOMO-LUMO gap (spin up / spin down) is 7.295 / 5.931 eV. Its charge is 0.

```
68
C27H31AuO2P2S4Si, DFT ωB97M-V with the def2-TZVPD basis set
Au 0.10 -0.69 0.24
S 1.21 -2.97 1.29
S 3.80 -3.14 -2.16
S 1.12 -1.95 -1.97
S 3.90 -3.93 0.67
P -1.44 1.59 0.13
P -1.89 -1.79 0.32
Si 3.19 0.97 0.93
O 5.77 -4.52 -1.09
O 1.74 0.53 0.48
C 1.99 3.55 1.05
C 2.96 -0.44 3.42
C 4.87 0.99 3.25
C 4.53 0.91 -1.57
C -1.30 3.02 1.27
C 2.41 -2.69 -1.19
C -2.18 -2.63 1.90
C 4.36 3.61 0.74
C -2.30 -3.01 -0.94
C 4.72 -3.98 -0.90
C 3.13 5.67 0.98
C -2.29 2.37 -1.30
C 5.29 0.59 4.51
C 6.83 -0.35 -0.69
C 4.33 5.00 0.79
C 3.38 -0.85 4.69
C -3.24 -0.56 0.19
C 1.95 4.94 1.10
C 3.71 0.47 2.68
C 2.46 -3.10 0.16
C 6.73 0.07 -2.01
C 3.19 2.87 0.89
C 4.61 0.49 -0.24
C 5.58 0.69 -2.45
C 4.54 -0.34 5.23
C 5.78 -0.14 0.19
C -2.87 0.73 0.93
H 5.49 1.02 -3.48
H -1.54 -3.51 1.93
H 5.30 3.10 0.57
H 5.25 5.56 0.66
H -3.22 -2.92 2.00
H 4.88 -0.66 6.21
H -3.39 -0.36 -0.87
H 2.80 -1.58 5.24
H 5.86 -0.48 1.21
H 1.08 2.97 1.14
H -3.29 -3.43 -0.77
H 5.46 1.71 2.69
H -1.89 -1.98 2.72
H -2.26 -2.54 -1.92
H -1.61 3.08 -1.76
H 3.11 6.75 1.03
H -2.58 0.51 1.96
H -2.55 1.62 -2.04
H -3.72 1.41 0.95
H 1.00 5.45 1.24
H -0.69 3.79 0.79
H -3.19 2.89 -0.97
H -1.55 -3.81 -0.91
H -0.81 2.71 2.19
H 6.20 1.00 4.93
H 7.74 -0.83 -0.34
H 3.63 1.42 -1.91
H 7.56 -0.09 -2.69
H -2.29 3.43 1.49
H 2.05 -0.85 3.00
H -4.16 -0.99 0.59
```

=====

Entry 5:
2 unconnected molecules or ions with the total composition C3H4Br2ClF, computed with ωB97M-V with the def2-TZVPD basis set.

The multiplicity is 1. The calculation puts the relative energy (zero: lowest compared OMol25 entry of this formula, charge and spin) at 288.19 kJ/mol. Its HOMO energy (spin up / spin down) is -8.133 / -8.753 eV. The value obtained for the HOMO-LUMO gap (spin up / spin down) is 7.474 / 8.896 eV. Its charge is 0.

```
11
C3H4Br2ClF, DFT ωB97M-V with the def2-TZVPD basis set
Br -0.71 -2.37 0.35
Br -1.04 2.43 0.13
Cl -3.09 0.26 -0.15
F 1.05 -1.16 -1.35
C -1.60 0.85 -0.81
C 1.35 -0.19 0.80
C 0.49 -0.98 -0.17
H 2.41 -0.33 0.63
H 1.20 -0.39 1.84
H -1.55 1.00 -1.83
H 1.48 0.87 0.55
```

=====

Entry 6:
2 unconnected molecules or ions with the total composition C6H11NO, computed with ωB97M-V with the def2-TZVPD basis set.

The multiplicity is 1. The calculation puts the relative energy (zero: lowest compared OMol25 entry of this formula, charge and spin) at 570.60 kJ/mol. Its HOMO energy is -7.430 eV. The value obtained for the HOMO-LUMO gap is 8.032 eV. Its charge is 0. Its SMILES is OC1=CN1.C=CCC.

```
19
C6H11NO, DFT ωB97M-V with the def2-TZVPD basis set
O -1.81 -1.20 -2.28
N -0.26 -2.85 -3.61
C 1.01 1.27 3.19
C -0.74 -1.93 -2.61
C -0.07 1.73 2.17
C 0.24 1.45 0.70
C 0.54 -1.92 -2.87
C -0.08 0.30 0.14
H 0.86 0.15 3.21
H 0.75 1.57 4.24
H -0.66 -0.45 0.68
H -0.35 -2.61 -4.57
H -0.97 1.21 2.42
H 0.15 0.03 -0.88
H 0.66 2.22 0.14
H 1.55 -1.63 -2.73
H -0.19 2.81 2.37
H 1.98 1.53 2.81
H -2.63 -1.67 -2.51
```

=====

no.,E_tot (Eh)
1,-5640.6171
2,-2305.8072
3,-311.0041
4,-3898.6565
5,-5824.6545
6,-365.0141